This record from the Open Molecules 2025 dataset describes a molecular structure, C17H26GeN3O7STa. The level of theory is ωB97M-V/def2-TZVPD.

CARTESIAN COORDINATES (ANGSTROEM)
Ta (0.1871, -0.3063, 0.8583)
O (4.4317, 0.0920, -1.7724)
C (3.7782, 0.0373, -0.5926)
O (3.5039, -1.0002, -0.0503)
C (3.4687, 1.4168, -0.0670)
O (2.6749, 1.3526, 1.0857)
C (3.3298, 0.9022, 2.2542)
C (2.3809, 0.0718, 3.1146)
O (2.6396, -0.0863, 4.2907)
O (1.3787, -0.4516, 2.4874)
H (4.5434, -0.8246, -2.0614)
H (4.4099, 1.9538, 0.1038)
H (2.8927, 1.9453, -0.8303)
H (4.1826, 0.2612, 2.0172)
H (3.6770, 1.7494, 2.8512)
O (0.8515, 0.7193, -0.9570)
N (0.1874, 0.8301, -2.1110)
C (-0.4848, -0.2514, -2.5586)
C (-1.1699, -0.2262, -3.7393)
C (-1.1609, 0.9532, -4.4876)
C (-0.4622, 2.0366, -4.0286)
C (0.2529, 2.0140, -2.8074)
S (1.1536, 3.3500, -2.2631)
H (-0.4177, -1.1076, -1.9002)
H (-1.7096, -1.1076, -4.0523)
H (-1.6973, 1.0125, -5.4267)
H (-0.4227, 2.9621, -4.5834)
N (0.3567, 4.0519, 1.6705)
C (0.5247, 3.7456, 3.0043)
C (0.2581, 2.4158, 3.1050)
N (-0.0633, 1.9155, 1.8645)
C (0.0122, 2.9217, 1.0261)
H (0.5275, 4.9335, 1.2204)
H (0.8011, 4.4810, 3.7376)
H (0.2850, 1.7837, 3.9766)
H (-0.1052, 2.8715, -0.0442)
C (-2.7375, 0.8457, 0.5208)
O (-1.5714, 0.2457, 0.0793)
H (-2.6341, 1.9376, 0.5865)
H (-3.0324, 0.4854, 1.5182)
H (-3.5615, 0.6296, -0.1722)
C (-2.6974, -2.6436, -1.4112)
Ge (-1.7814, -3.1794, 0.2562)
C (-1.4919, -5.1346, 0.1328)
C (-3.0988, -2.8860, 1.6932)
C (-0.1447, -2.2385, 0.5386)
H (-3.6895, -3.0948, -1.4856)
H (-2.1118, -2.9573, -2.2790)
H (-2.8022, -1.5588, -1.4337)
H (-2.4370, -5.6775, 0.0579)
H (-0.9559, -5.4965, 1.0119)
H (-0.8892, -5.3646, -0.7477)
H (-3.9798, -3.5210, 1.5719)
H (-3.4124, -1.8407, 1.6811)
H (-2.6446, -3.0885, 2.6641)
H (0.6771, -2.8808, 0.8825)

Values from the calculation:
2S+1 ... 2
Charge ... -1
Relative energy (zero: lowest compared OMol25 entry of this formula, charge and spin) ... 241.1 kJ/mol
Lowest unoccupied orbital energy (alpha / beta) ... 0.0962 / 0.0959 Ha
<S²> ... 0.76

This record from the Open Molecules 2025 dataset describes a molecular structure, C17H26LiN4OS. The level of theory is ωB97M-V/def2-TZVPD.

CARTESIAN COORDINATES (ANGSTROEM)
Li (0.0871, 2.3309, 0.9693)
C (3.4589, 0.7743, -3.0377)
C (3.5538, -0.4729, -2.1672)
C (3.3236, -0.1748, -0.6871)
S (1.6110, 0.3238, -0.3477)
O (1.7124, 1.2017, 0.8747)
C (0.9762, -1.2358, 0.2932)
C (0.8299, -2.3484, -0.7345)
C (-0.1162, -1.9827, -1.8735)
H (3.6512, 0.5385, -4.0850)
H (4.1820, 1.5279, -2.7211)
H (2.4678, 1.2255, -2.9737)
H (4.5439, -0.9254, -2.2703)
H (2.8402, -1.2251, -2.5149)
H (3.9023, 0.6959, -0.3728)
H (3.5897, -1.0109, -0.0377)
H (0.0002, -0.9441, 0.6821)
H (1.6277, -1.4962, 1.1309)
H (0.4392, -3.2218, -0.2031)
H (1.8098, -2.6489, -1.1182)
H (-1.0836, -1.6531, -1.4882)
H (-0.2772, -2.8360, -2.5346)
H (0.2705, -1.1578, -2.4747)
C (-2.9972, -1.2843, 3.9534)
N (-2.8519, -1.2736, 2.5137)
C (-2.0159, -2.3765, 2.0866)
C (-2.3177, 0.0076, 2.0565)
C (-2.3774, 0.2444, 0.5563)
C (-3.3656, -0.3994, -0.1876)
C (-3.4781, -0.1666, -1.5531)
C (-2.6026, 0.7257, -2.1545)
C (-1.6290, 1.3586, -1.3847)
C (-1.4539, 1.1542, -0.0044)
H (-3.4269, -2.2338, 4.2798)
H (-3.6633, -0.4792, 4.2656)
H (-2.0322, -1.1511, 4.4754)
H (-2.4664, -3.3259, 2.3841)
H (-1.0034, -2.3240, 2.5290)
H (-1.9161, -2.3686, 1.0009)
H (-1.2691, 0.1343, 2.3860)
H (-2.8863, 0.7954, 2.5605)
H (-4.0493, -1.0821, 0.3072)
H (-4.2432, -0.6705, -2.1337)
H (-2.6776, 0.9252, -3.2196)
H (-0.9651, 2.0481, -1.9075)
N (0.5343, 4.2160, 1.3214)
C (1.4570, 4.9301, 1.3603)
N (2.4329, 5.7662, 1.5068)
C (3.4592, 5.7451, 0.6833)
N (4.4046, 5.8003, 0.0100)

Values from the calculation:
2S+1 ... 1
Charge ... -1
Relative energy (zero: lowest compared OMol25 entry of this formula, charge and spin) ... 0.0 kJ/mol
Lowest unoccupied orbital energy ... 0.0887 Ha

This record from the Open Molecules 2025 dataset describes a single C17H26N2O3S2 molecule. The level of theory is ωB97M-V/def2-TZVPD.

CARTESIAN COORDINATES (ANGSTROEM)
O (-2.8354, -2.4776, -0.6398)
C (-1.9823, -2.0344, 0.0935)
C (-0.6723, -2.8019, 0.3779)
C (0.4775, -2.0357, -0.1667)
C (0.9282, -2.0124, -1.4545)
C (1.9928, -1.1083, -1.6503)
C (2.3354, -0.4486, -0.5114)
S (3.5990, 0.7625, -0.2611)
O (3.0544, 1.8321, 0.5196)
O (4.1700, 1.0648, -1.5421)
N (4.6374, -0.1232, 0.7271)
C (5.5197, -0.9778, -0.0462)
C (6.7728, -0.1378, -0.3568)
C (6.7027, 1.0445, 0.6258)
C (5.5120, 0.7095, 1.5341)
S (1.3717, -0.9189, 0.8291)
N (-2.0453, -0.8585, 0.7408)
C (-3.1138, 0.1223, 0.5582)
C (-3.2021, 0.5548, -0.9109)
C (-3.6398, 2.0101, -1.0636)
C (-5.1200, 2.2591, -0.7869)
C (-5.6034, 1.7757, 0.5800)
C (-5.6981, 0.2508, 0.6662)
C (-4.4196, -0.4542, 1.1237)
H (-0.5690, -2.9456, 1.4533)
H (-0.7512, -3.7714, -0.1149)
H (0.5082, -2.6194, -2.2358)
H (2.4881, -0.9321, -2.5875)
H (4.9983, -1.3076, -0.9438)
H (5.7649, -1.8496, 0.5670)
H (7.6782, -0.7277, -0.2230)
H (6.7345, 0.2185, -1.3841)
H (6.4995, 1.9691, 0.0869)
H (7.6215, 1.1662, 1.1965)
H (4.9538, 1.5831, 1.8645)
H (5.8239, 0.1236, 2.4035)
H (-1.2444, -0.5773, 1.2838)
H (-2.8151, 0.9922, 1.1515)
H (-2.2052, 0.4507, -1.3479)
H (-3.8674, -0.1118, -1.4569)
H (-3.4274, 2.3319, -2.0857)
H (-3.0373, 2.6322, -0.3963)
H (-5.7164, 1.7684, -1.5597)
H (-5.3036, 3.3336, -0.8676)
H (-4.9541, 2.1609, 1.3676)
H (-6.5991, 2.1941, 0.7467)
H (-6.4883, -0.0224, 1.3690)
H (-5.9961, -0.1327, -0.3104)
H (-4.3545, -0.4233, 2.2142)
H (-4.4834, -1.5004, 0.8235)

Values from the calculation:
2S+1 ... 1
Charge ... 0
Relative energy (zero: lowest compared OMol25 entry of this formula, charge and spin) ... 30.9 kJ/mol
Lowest unoccupied orbital energy ... 0.0111 Ha

This record from the Open Molecules 2025 dataset describes a single C17H26N2OS molecule. The level of theory is ωB97M-V/def2-TZVPD.

CARTESIAN COORDINATES (ANGSTROEM)
C (-4.8942, -0.0137, 1.3332)
C (-5.3772, 0.5595, 0.0035)
C (-5.2065, 2.0774, -0.0078)
C (-4.7523, -0.1400, -1.2308)
N (-3.3206, -0.2160, -1.4053)
C (-2.6111, 1.0172, -1.6449)
C (-1.4063, 0.8035, -2.5751)
C (-0.1818, 0.3129, -1.8337)
O (0.7978, 1.0201, -1.6756)
N (-0.2259, -0.9540, -1.3537)
C (0.9208, -1.4281, -0.6057)
C (0.8196, -1.0513, 0.8714)
S (2.3024, -1.5417, 1.8035)
C (3.4638, -0.2244, 1.5467)
C (4.6267, -0.3017, 2.3083)
C (5.5965, 0.6735, 2.1940)
C (5.4149, 1.7353, 1.3215)
C (4.2596, 1.8056, 0.5645)
C (3.2795, 0.8314, 0.6668)
C (-1.4203, -1.7674, -1.3858)
C (-2.5927, -1.1601, -0.5954)
H (-5.4940, 0.3867, 2.1481)
H (-3.8578, 0.2547, 1.5199)
H (-4.9836, -1.0975, 1.3467)
H (-6.4519, 0.3515, -0.0782)
H (-5.5061, 2.4942, -0.9669)
H (-4.1769, 2.3619, 0.1892)
H (-5.8301, 2.5238, 0.7646)
H (-5.1509, 0.3558, -2.1228)
H (-5.1184, -1.1718, -1.2440)
H (-3.2990, 1.7096, -2.1317)
H (-2.2511, 1.4874, -0.7130)
H (-1.6822, 0.1066, -3.3669)
H (-1.1315, 1.7585, -3.0249)
H (1.0010, -2.5123, -0.7108)
H (1.8116, -0.9674, -1.0406)
H (0.6736, 0.0211, 0.9936)
H (-0.0016, -1.5846, 1.3523)
H (4.7548, -1.1319, 2.9868)
H (6.4950, 0.6060, 2.7897)
H (6.1711, 2.5008, 1.2324)
H (4.1078, 2.6241, -0.1232)
H (2.4014, 0.9226, 0.0480)
H (-1.1643, -2.7381, -0.9589)
H (-1.7441, -1.9230, -2.4200)
H (-3.2711, -1.9671, -0.3154)
H (-2.1882, -0.7110, 0.3275)

Values from the calculation:
2S+1 ... 1
Charge ... 0
Relative energy (zero: lowest compared OMol25 entry of this formula, charge and spin) ... 31.6 kJ/mol
Lowest unoccupied orbital energy ... 0.0233 Ha

Computed max |F| (eV/A) in order:
0.6 0.1 1.2 0.6